An isolated ion of composition C10H13N4S and charge +1 in a non-equilibrium geometry. Source: OMol25; level of theory: the ωB97M-V functional and the def2-TZVPD basis.

Last column: Mulliken charge in e.
CARTESIAN COORDINATES (ANGSTROEM)
H -3.96 -2.42 0.50  0.272
N -3.46 -1.53 0.50  -0.525
C -2.41 -1.15 1.07  -0.556
C -1.83 0.15 0.59  1.310
N -2.09 1.26 1.44  -0.641
N -2.55 0.51 -0.68  -0.298
C -1.81 0.23 -2.07  -0.783
C -0.34 -0.02 0.27  -0.231
N 0.46 0.99 0.29  -0.521
C 1.73 0.55 0.15  -0.338
C 2.91 1.31 0.22  -0.366
C 4.20 0.80 0.15  -0.729
C 4.30 -0.60 0.01  -0.400
C 3.16 -1.43 -0.08  -0.757
C 1.91 -0.84 0.00  1.103
S 0.39 -1.54 0.03  -0.154
H -1.86 -1.62 1.80  0.629
H -1.47 2.03 1.27  0.253
H -2.36 1.17 2.37  0.191
H -3.55 0.01 -0.60  0.458
H -2.71 1.52 -0.60  0.354
H -1.39 1.13 -2.27  0.380
H -1.01 -0.58 -2.00  0.269
H -2.50 -0.04 -2.78  0.417
H 2.79 2.31 0.43  0.486
H 5.11 1.47 0.05  0.327
H 5.16 -1.17 0.11  0.438
H 3.18 -2.49 -0.16  0.411

Summary:
- total charge = +1
- multiplicity = 1
- frontier orbital gap (eV) = 8.77
- E_HOMO (eV) = -11.89
- structure (SMILES) = [H]/N=C/[C@](N)([NH2+]C)c1nc2ccccc2s1
- ΔE to the lowest compared entry with this formula, charge and spin (kJ/mol) = 0.00

=====

C18H33NaO4P as an isolated structure. Source: OMol25; level of theory: the ωB97M-V functional and the def2-TZVPD basis.

Last column: Mulliken charge in e.
CARTESIAN COORDINATES (ANGSTROEM)
Na 1.33 -0.03 -0.59  0.722
C 3.92 -0.11 -0.30  0.633
C 3.47 0.93 0.54  0.440
C 2.97 1.96 -0.29  0.532
C 3.12 1.56 -1.63  0.473
C 3.72 0.28 -1.64  0.414
C 4.14 -0.51 -2.85  -1.716
C 2.75 2.40 -2.83  -1.495
C 2.35 3.26 0.15  -1.508
C 3.50 0.91 2.04  -1.802
C 4.61 -1.37 0.16  -1.620
H 5.23 -0.45 -3.03  0.247
H 3.65 -0.16 -3.76  0.405
H 3.90 -1.57 -2.75  0.319
H 3.17 3.41 -2.76  0.292
H 1.66 2.52 -2.94  0.194
H 3.12 1.96 -3.75  0.423
H 2.59 3.49 1.20  0.411
H 1.26 3.28 0.07  0.169
H 2.72 4.10 -0.45  0.325
H 3.37 1.92 2.45  0.419
H 4.46 0.54 2.42  0.365
H 2.72 0.28 2.48  0.201
H 4.44 -2.20 -0.54  0.364
H 4.24 -1.69 1.14  0.373
H 5.69 -1.25 0.25  0.250
C -2.83 -0.65 2.83  -1.512
C -2.54 0.68 2.14  1.800
C -3.76 1.58 2.20  -1.733
C -1.34 1.37 2.77  -1.585
O -2.30 0.50 0.73  -0.312
P -1.31 -0.62 0.09  1.536
O -0.19 -0.93 1.02  -0.961
O -0.96 -0.13 -1.28  -0.988
O -2.25 -1.93 0.03  -0.478
C -3.22 -2.20 -1.01  1.736
C -4.07 -3.33 -0.44  -1.703
C -4.09 -0.98 -1.30  -1.465
C -2.50 -2.67 -2.27  -1.691
H -3.07 -0.47 3.88  0.518
H -1.96 -1.31 2.77  0.340
H -3.67 -1.15 2.35  0.206
H -4.01 1.81 3.24  0.396
H -4.62 1.09 1.73  0.373
H -3.57 2.51 1.66  0.375
H -1.54 1.58 3.82  0.449
H -1.13 2.31 2.25  0.329
H -0.46 0.73 2.69  0.288
H -4.57 -3.00 0.48  0.355
H -3.44 -4.19 -0.19  0.378
H -4.83 -3.64 -1.16  0.394
H -4.59 -0.64 -0.39  0.192
H -4.85 -1.25 -2.04  0.517
H -3.48 -0.17 -1.69  0.310
H -1.87 -3.53 -2.04  0.349
H -1.86 -1.86 -2.64  0.306
H -3.22 -2.95 -3.03  0.448

Summary:
- total charge = -1
- multiplicity = 1
- frontier orbital gap (eV) = 5.82
- E_HOMO (eV) = -3.39
- ΔE to the lowest compared entry with this formula, charge and spin (kJ/mol) = 0.00

=====

A 11-piece molecular cluster, C5H31NO12 overall in a non-equilibrium geometry. Source: OMol25; level of theory: the ωB97M-V functional and the def2-TZVPD basis.

Last column: Mulliken charge in e.
CARTESIAN COORDINATES (ANGSTROEM)
N -0.87 -2.33 -2.96  -0.629
C -0.59 -2.68 -1.56  -0.697
C -1.64 -2.48 -0.49  -0.090
C -2.29 -1.10 -0.52  -0.890
C -1.29 0.02 -0.27  0.365
C -1.19 1.16 -1.24  0.136
O -0.59 2.15 -0.96  -0.436
O -1.92 0.94 -2.40  -0.447
H -1.64 -2.78 -3.43  0.261
H -1.05 -1.34 -3.02  0.199
H 0.32 -2.14 -1.22  0.261
H -0.34 -3.76 -1.57  0.413
H -1.02 -2.51 0.43  -0.395
H -2.44 -3.21 -0.49  0.630
H -2.75 -1.12 -1.50  0.373
H -3.15 -0.90 0.11  0.501
H -0.19 -0.34 -0.25  -0.276
H -1.35 0.49 0.76  0.376
H -2.13 1.80 -2.81  0.353
O -0.85 5.20 -2.75  -0.715
H -0.36 4.99 -1.94  0.347
H -0.63 4.42 -3.32  0.432
O -0.65 -0.47 3.53  -0.536
H -0.93 -1.39 3.61  0.261
H -1.42 0.10 3.51  0.273
O -1.49 -3.51 2.95  -0.660
H -0.65 -3.26 3.35  0.359
H -1.25 -3.75 2.05  0.332
O 0.45 3.09 -3.38  -0.620
H 0.78 2.97 -2.47  0.412
H 1.19 3.17 -3.99  0.243
O 2.15 2.55 -1.29  -0.710
H 1.87 3.26 -0.70  0.331
H 1.91 1.71 -0.89  0.326
O 3.37 1.02 0.95  -0.665
H 2.90 1.09 1.78  0.374
H 3.62 1.86 0.56  0.304
O 0.41 4.84 -0.13  -0.670
H 0.01 5.72 -0.26  0.314
H -0.12 4.34 0.50  0.306
O 1.20 -4.34 1.65  -0.587
H 2.07 -4.50 2.04  0.281
H 1.34 -3.58 1.08  0.293
O 2.34 -2.18 2.83  -0.567
H 3.26 -2.20 3.13  0.258
H 2.09 -1.33 3.31  0.327
O 1.53 0.27 2.85  -0.823
H 1.44 -0.03 1.92  0.427
H 0.54 0.07 2.90  0.347

Summary:
- multiplicity = 1
- frontier orbital gap (eV) = 9.36
- E_HOMO (eV) = -9.48
- structure (SMILES) = NCCCCC(=O)O.O.O.O.O.O.O.O.O.O.O
- ΔE to the lowest compared entry with this formula, charge and spin (kJ/mol) = 387.14

=====

An isolated molecule of C4H5NO in a non-equilibrium geometry. Source: OMol25; level of theory: the ωB97M-V functional and the def2-TZVPD basis.

Last column: Mulliken charge in e.
CARTESIAN COORDINATES (ANGSTROEM)
C 0.09 -0.08 1.58  -0.793
C 0.53 0.72 0.62  -0.018
C -0.10 0.83 -0.75  -0.317
N -0.46 -0.41 -1.33  -0.297
C -0.40 -1.59 -1.29  0.524
O -0.45 -2.74 -1.42  -0.452
H -0.76 -0.72 1.44  0.236
H 0.57 -0.13 2.53  0.277
H 1.39 1.35 0.77  0.301
H -1.02 1.44 -0.70  0.231
H 0.60 1.32 -1.45  0.307

Summary:
- multiplicity = 1
- frontier orbital gap (eV) = 10.88
- E_HOMO (eV) = -10.02
- structure (SMILES) = C=CCN=C=O
- ΔE to the lowest compared entry with this formula, charge and spin (kJ/mol) = 81.17

=====

A 2-piece molecular cluster, C5H7NO2S2 overall in a non-equilibrium geometry. Source: OMol25; level of theory: the ωB97M-V functional and the def2-TZVPD basis.

Last column: Mulliken charge in e.
CARTESIAN COORDINATES (ANGSTROEM)
C -0.44 -0.33 -0.19  -0.657
C 0.68 0.28 0.03  0.450
C 2.49 -1.22 0.06  0.286
C -2.76 -0.15 0.37  -1.117
C -1.66 0.39 -0.55  -0.281
N 1.31 1.46 0.16  0.894
O 2.26 1.63 -0.65  -0.613
O 1.06 2.19 1.11  -0.593
S 1.77 -2.62 0.32  -0.199
S 3.70 -0.21 -0.47  0.010
H -0.49 -1.38 -0.38  0.174
H -2.81 0.55 1.36  0.240
H -2.47 -1.10 0.73  0.351
H -3.75 -0.20 0.00  0.360
H -1.57 1.53 -0.43  0.242
H -1.90 0.13 -1.57  0.297
H 4.56 -0.94 0.10  0.155

Summary:
- multiplicity = 1
- frontier orbital gap (alpha / beta) (eV) = 7.37 / 7.37
- E_HOMO (alpha / beta) (eV) = -8.48 / -8.48
- ΔE to the lowest compared entry with this formula, charge and spin (kJ/mol) = 724.76

=====

An isolated molecule of C5H9NO in a non-equilibrium geometry. Source: OMol25; level of theory: the ωB97M-V functional and the def2-TZVPD basis.

Last column: Mulliken charge in e.
CARTESIAN COORDINATES (ANGSTROEM)
C 0.82 -2.24 0.04  -1.034
C 0.19 -1.04 0.26  0.360
N -1.13 -0.90 0.76  -0.451
C 0.90 0.26 -0.06  -0.581
C 0.04 1.54 -0.07  -0.520
C -1.02 1.70 -1.17  0.014
O -1.36 2.75 -1.62  -0.463
H 1.07 -2.85 0.89  0.304
H 1.34 -2.30 -0.91  0.274
H -1.32 -1.82 1.16  0.345
H -1.22 -0.28 1.57  0.241
H 1.53 0.34 0.83  0.215
H 1.42 0.12 -1.00  0.361
H -0.54 1.62 0.85  0.236
H 0.77 2.35 0.00  0.338
H -1.49 0.75 -1.51  0.361

Summary:
- multiplicity = 1
- frontier orbital gap (eV) = 8.76
- E_HOMO (eV) = -8.06
- structure (SMILES) = C=C(N)CCC=O
- ΔE to the lowest compared entry with this formula, charge and spin (kJ/mol) = 302.23

=====

An isolated molecule of C3H7NO in a non-equilibrium geometry. Source: OMol25; level of theory: the ωB97M-V functional and the def2-TZVPD basis.

Last column: Mulliken charge in e.
CARTESIAN COORDINATES (ANGSTROEM)
C -1.37 -0.62 -0.08  -0.650
N -0.56 0.37 -0.81  -0.237
C 0.71 0.84 -0.43  0.562
C 1.41 -0.15 0.53  -0.879
O 1.12 1.97 -0.67  -0.584
H -0.72 -1.16 0.57  0.271
H -1.83 -1.23 -0.90  0.231
H -2.26 -0.17 0.48  0.216
H -1.15 1.14 -1.17  0.259
H 0.97 0.32 1.61  0.250
H 1.15 -1.31 0.50  0.270
H 2.52 0.00 0.37  0.289

Summary:
- multiplicity = 1
- frontier orbital gap (eV) = 10.45
- E_HOMO (eV) = -9.59
- structure (SMILES) = CNC(C)=O
- ΔE to the lowest compared entry with this formula, charge and spin (kJ/mol) = 132.92